Below is a 2-piece molecular cluster, C3H9NO overall in a non-equilibrium geometry, with properties calculated with ωB97M-V with the def2-TZVPD basis set.

Its SMILES is C=O.CNC. As for the energy above the lowest of the compared OMol25 structures with the same formula, charge and spin: 2.2286 eV. For the HOMO energy, the calculation gives -9.10 eV. For the gap between HOMO and LUMO, the calculation gives 10.020 eV.

Geometry (Å):
C 0.3606 3.4983 0.3804
O 1.3270 3.0911 0.9675
H 0.0833 3.1050 -0.6039
H -0.3003 4.2327 0.8512
C 0.5178 -1.1845 -1.1806
N -0.8149 -1.3468 -0.5339
C -0.6143 -1.5194 0.9371
H 0.8937 -0.3304 -0.6122
H 1.2034 -2.0290 -1.0122
H 0.3892 -0.9282 -2.2334
H -1.2104 -2.2111 -0.8925
H -0.3261 -2.4791 1.3521
H -1.5779 -1.1750 1.3348
H 0.0689 -0.7236 1.2458

Taken from the Mulliken analysis, the atomic charges in e are: atom 1 (C): -0.07, atom 2 (O): -0.38, atom 3 (H): 0.22, atom 4 (H): 0.24, atom 5 (C): -0.67, atom 6 (N): -0.41, atom 7 (C): -0.79, atom 8 (H): 0.21, atom 9 (H): 0.28, atom 10 (H): 0.29, atom 11 (H): 0.22, atom 12 (H): 0.27, atom 13 (H): 0.29, atom 14 (H): 0.31

***

Below is a 2-piece molecular cluster, C3H9NO overall in a non-equilibrium geometry, with properties calculated with ωB97M-V with the def2-TZVPD basis set.

Its SMILES is C=CNC.O. As for the energy above the lowest of the compared OMol25 structures with the same formula, charge and spin: 1.9772 eV. For the HOMO energy, the calculation gives -7.79 eV. For the gap between HOMO and LUMO, the calculation gives 8.568 eV.

Geometry (Å):
C -2.2566 -0.1270 -0.8377
C -0.9799 0.3240 -0.8477
N 0.1611 -0.3994 -0.9767
C 1.4330 0.2758 -0.9942
H -2.5441 -1.1447 -0.6000
H -3.0490 0.5203 -1.1930
H -0.9623 1.3909 -0.9949
H 0.2271 -1.3362 -0.6212
H 1.2685 1.3189 -0.6649
H 1.9491 0.4688 -1.9388
H 2.2088 -0.1463 -0.3415
O 1.1205 -0.6976 3.3626
H 1.2751 0.2416 3.3701
H 0.1486 -0.6891 3.2779

Taken from the Mulliken analysis, the atomic charges in e are: atom 1 (C): -0.82, atom 2 (C): 0.08, atom 3 (N): -0.20, atom 4 (C): -0.82, atom 5 (H): 0.25, atom 6 (H): 0.21, atom 7 (H): 0.22, atom 8 (H): 0.26, atom 9 (H): 0.26, atom 10 (H): 0.28, atom 11 (H): 0.29, atom 12 (O): -0.64, atom 13 (H): 0.31, atom 14 (H): 0.32

***

Below is a 2-piece molecular cluster, C3H9NO overall in a non-equilibrium geometry, with properties calculated with ωB97M-V with the def2-TZVPD basis set.

Its expectation value of S² is 0.75. As for the energy above the lowest of the compared OMol25 structures with the same formula, charge and spin: 2.2523 eV. For the HOMO energy (spin up / spin down), the calculation gives -13.05 / -13.05 eV. The total charge is +1. For the gap between HOMO and LUMO (spin up / spin down), the calculation gives 9.242 / 3.791 eV. The multiplicity is 2.

Geometry (Å):
O -2.8743 2.3718 0.1766
C -2.5070 1.8966 -0.8423
H -1.4668 2.1175 -1.1720
H -3.0859 1.2407 -1.5148
C -0.0113 -0.4939 0.6000
C 1.1226 -1.2953 -0.0360
N 2.4116 -0.7712 0.3253
H -0.9392 -0.8918 0.1935
H 0.0238 -0.4954 1.6868
H -0.0555 0.5353 0.2804
H 1.0772 -2.3573 0.2311
H 1.0655 -1.3523 -1.1174
H 2.7778 0.0600 -0.1445
H 2.4616 -0.5647 1.3333

Taken from the Mulliken analysis, the atomic charges in e are: atom 1 (O): -0.35, atom 2 (C): -0.15, atom 3 (H): 0.24, atom 4 (H): 0.27, atom 5 (C): -0.97, atom 6 (C): -0.31, atom 7 (N): -0.11, atom 8 (H): 0.31, atom 9 (H): 0.38, atom 10 (H): 0.36, atom 11 (H): 0.29, atom 12 (H): 0.36, atom 13 (H): 0.35, atom 14 (H): 0.34

***

Below is a 2-piece molecular cluster, C3H9NO overall in a non-equilibrium geometry, with properties calculated with ωB97M-V with the def2-TZVPD basis set.

Its expectation value of S² is 0.77. As for the energy above the lowest of the compared OMol25 structures with the same formula, charge and spin: 0.5113 eV. For the HOMO energy (spin up / spin down), the calculation gives -15.36 / -15.48 eV. The total charge is +1. For the gap between HOMO and LUMO (spin up / spin down), the calculation gives 11.380 / 7.935 eV. The multiplicity is 2.

Geometry (Å):
C -0.6731 -1.4582 -1.0813
C 0.2751 -1.1983 -0.1160
N 0.0583 -0.3407 0.8643
C 1.1605 0.2836 1.6397
H -1.6451 -0.9699 -1.0391
H -0.5548 -2.0716 -1.9692
H 1.2137 -1.7452 -0.0803
H -0.7929 0.2246 0.8057
H 0.7648 1.1958 2.0701
H 1.3898 -0.3723 2.4728
H 2.0132 0.4858 0.9990
H -1.0104 2.6203 -1.9551
H -0.7697 1.3219 -1.2896
O -1.4294 2.0242 -1.3209

Taken from the Mulliken analysis, the atomic charges in e are: atom 1 (C): -0.85, atom 2 (C): 0.38, atom 3 (N): -0.13, atom 4 (C): -0.88, atom 5 (H): 0.35, atom 6 (H): 0.29, atom 7 (H): 0.41, atom 8 (H): 0.38, atom 9 (H): 0.35, atom 10 (H): 0.35, atom 11 (H): 0.34, atom 12 (H): 0.33, atom 13 (H): 0.28, atom 14 (O): -0.60

***

Below is a 2-piece molecular cluster, C3H9NO2 overall in a non-equilibrium geometry, with properties calculated with ωB97M-V with the def2-TZVPD basis set.

Its expectation value of S² is 0.75. As for the energy above the lowest of the compared OMol25 structures with the same formula, charge and spin: 2.2309 eV. For the HOMO energy (spin up / spin down), the calculation gives 1.02 / -2.87 eV. The total charge is -1. For the gap between HOMO and LUMO (spin up / spin down), the calculation gives 2.715 / 6.439 eV. The multiplicity is 2.

Geometry (Å):
O -0.6537 0.1871 -1.6364
C -1.1621 -0.8457 -1.1767
C -2.3692 -1.3796 -2.0216
H -0.8192 -1.3315 -0.2457
H -3.1697 -0.6670 -1.7935
H -2.3541 -1.1863 -3.0940
H -2.6201 -2.3649 -1.5179
N 1.2867 0.5801 0.2871
C 1.0195 0.2421 1.6676
O 1.6693 1.1188 2.5984
H 0.7942 1.4035 -0.0595
H 2.2862 0.5240 0.0877
H 1.4016 -0.6857 1.9373
H -0.0429 0.2809 2.0407
H 2.4638 1.4185 2.1238

Taken from the Mulliken analysis, the atomic charges in e are: atom 1 (O): -0.60, atom 2 (C): -0.37, atom 3 (C): -0.94, atom 4 (H): 0.27, atom 5 (H): 0.18, atom 6 (H): 0.25, atom 7 (H): 0.27, atom 8 (N): -0.41, atom 9 (C): -0.37, atom 10 (O): -0.51, atom 11 (H): 0.21, atom 12 (H): 0.22, atom 13 (H): 0.30, atom 14 (H): 0.18, atom 15 (H): 0.31

***

Below is a 2-piece molecular cluster, C3H9NO2 overall in a non-equilibrium geometry, with properties calculated with ωB97M-V with the def2-TZVPD basis set.

Its SMILES is CCC(N)=O.O. As for the energy above the lowest of the compared OMol25 structures with the same formula, charge and spin: 0.6140 eV. For the HOMO energy, the calculation gives -9.68 eV. For the gap between HOMO and LUMO, the calculation gives 10.549 eV.

Geometry (Å):
C -0.2568 -0.8854 -3.4050
C 0.5122 -0.3865 -2.2198
C 0.0706 -0.8742 -0.8576
N -1.2565 -1.1778 -0.6933
O 0.8658 -1.0244 0.0526
H -0.2095 -1.9689 -3.4906
H -1.2853 -0.5251 -3.4223
H 0.0956 -0.3977 -4.3159
H 0.6804 0.6868 -2.1298
H 1.5384 -0.7491 -2.3077
H -1.9756 -0.7367 -1.2356
H -1.4804 -1.6934 0.1425
O 0.3023 3.5436 5.9129
H 1.0518 2.9404 6.0279
H -0.4240 3.0017 6.2523

Taken from the Mulliken analysis, the atomic charges in e are: atom 1 (C): -1.13, atom 2 (C): -0.23, atom 3 (C): 0.41, atom 4 (N): -0.36, atom 5 (O): -0.61, atom 6 (H): 0.28, atom 7 (H): 0.34, atom 8 (H): 0.34, atom 9 (H): 0.28, atom 10 (H): 0.26, atom 11 (H): 0.20, atom 12 (H): 0.23, atom 13 (O): -0.64, atom 14 (H): 0.32, atom 15 (H): 0.32

***

Below is a 2-piece molecular cluster, C3H9NO2 overall in a non-equilibrium geometry, with properties calculated with ωB97M-V with the def2-TZVPD basis set.

Its SMILES is CNCC=O.O. As for the energy above the lowest of the compared OMol25 structures with the same formula, charge and spin: 4.3309 eV. For the HOMO energy, the calculation gives -8.78 eV. For the gap between HOMO and LUMO, the calculation gives 9.277 eV.

Geometry (Å):
C -1.8584 1.8360 -0.2411
N -0.4318 1.5823 -0.3523
C 0.1360 0.8018 0.7183
C 1.7194 0.5524 0.5251
O 2.2678 -0.2848 1.3932
H -2.3640 1.2129 0.5450
H -2.4582 1.7720 -1.1871
H -2.2990 2.7654 0.2089
H -0.0563 2.5257 -0.8496
H 0.1779 1.4233 1.6759
H -0.4112 -0.1103 1.0152
H 1.9852 1.0295 -0.4399
O 1.1506 -4.7930 -0.7231
H 0.8809 -5.6615 -0.5823
H 1.5610 -4.6519 -1.7063

Taken from the Mulliken analysis, the atomic charges in e are: atom 1 (C): -0.89, atom 2 (N): -0.32, atom 3 (C): -0.29, atom 4 (C): 0.08, atom 5 (O): -0.51, atom 6 (H): 0.27, atom 7 (H): 0.28, atom 8 (H): 0.30, atom 9 (H): 0.24, atom 10 (H): 0.24, atom 11 (H): 0.31, atom 12 (H): 0.29, atom 13 (O): -0.65, atom 14 (H): 0.31, atom 15 (H): 0.34

***

Below is a 2-piece molecular cluster, C3H9NO2 overall in a non-equilibrium geometry, with properties calculated with ωB97M-V with the def2-TZVPD basis set.

Its SMILES is CC(N)=O.CO. As for the energy above the lowest of the compared OMol25 structures with the same formula, charge and spin: 1.0647 eV. For the HOMO energy, the calculation gives -9.92 eV. For the gap between HOMO and LUMO, the calculation gives 10.758 eV.

Geometry (Å):
C 0.1271 0.7248 2.9027
C 0.5666 -0.0137 1.6199
N 1.8778 0.0727 1.2585
O -0.2458 -0.6747 1.0114
H -0.4611 -0.0439 3.4082
H -0.6153 1.4875 2.6610
H 0.8805 1.1217 3.5646
H 2.1719 -0.5903 0.5833
H 2.5609 0.6924 1.6614
C -1.2219 0.4755 -2.8300
O -0.9859 -0.7934 -3.4707
H -0.8248 1.2358 -3.5008
H -2.2810 0.6620 -2.6572
H -0.6632 0.4507 -1.8987
H -1.7935 -1.3014 -3.4245

Taken from the Mulliken analysis, the atomic charges in e are: atom 1 (C): -0.88, atom 2 (C): 0.57, atom 3 (N): -0.38, atom 4 (O): -0.59, atom 5 (H): 0.26, atom 6 (H): 0.25, atom 7 (H): 0.35, atom 8 (H): 0.23, atom 9 (H): 0.19, atom 10 (C): -0.36, atom 11 (O): -0.51, atom 12 (H): 0.21, atom 13 (H): 0.26, atom 14 (H): 0.09, atom 15 (H): 0.30

***

Which value of energy above the lowest of the compared OMol25 structures with the same formula, charge and spin does entry 4 give? 0.5113 eV

***

The highest energy above the lowest of the compared OMol25 structures with the same formula, charge and spin belongs to which entry? number 7

***

Which formula does entry 6 have? C3H9NO2

***

Please write out number 5 again, unchanged.
Below is a 2-piece molecular cluster, C3H9NO2 overall in a non-equilibrium geometry, with properties calculated with ωB97M-V with the def2-TZVPD basis set.

Its expectation value of S² is 0.75. As for the energy above the lowest of the compared OMol25 structures with the same formula, charge and spin: 2.2309 eV. For the HOMO energy (spin up / spin down), the calculation gives 1.02 / -2.87 eV. The total charge is -1. For the gap between HOMO and LUMO (spin up / spin down), the calculation gives 2.715 / 6.439 eV. The multiplicity is 2.

Geometry (Å):
O -0.6537 0.1871 -1.6364
C -1.1621 -0.8457 -1.1767
C -2.3692 -1.3796 -2.0216
H -0.8192 -1.3315 -0.2457
H -3.1697 -0.6670 -1.7935
H -2.3541 -1.1863 -3.0940
H -2.6201 -2.3649 -1.5179
N 1.2867 0.5801 0.2871
C 1.0195 0.2421 1.6676
O 1.6693 1.1188 2.5984
H 0.7942 1.4035 -0.0595
H 2.2862 0.5240 0.0877
H 1.4016 -0.6857 1.9373
H -0.0429 0.2809 2.0407
H 2.4638 1.4185 2.1238

Taken from the Mulliken analysis, the atomic charges in e are: atom 1 (O): -0.60, atom 2 (C): -0.37, atom 3 (C): -0.94, atom 4 (H): 0.27, atom 5 (H): 0.18, atom 6 (H): 0.25, atom 7 (H): 0.27, atom 8 (N): -0.41, atom 9 (C): -0.37, atom 10 (O): -0.51, atom 11 (H): 0.21, atom 12 (H): 0.22, atom 13 (H): 0.30, atom 14 (H): 0.18, atom 15 (H): 0.31